No. 1
Computed, not measured: C23H22N2O3 in the gas phase, with ωB97M-V/def2-TZVPD.

## Properties
- SMILES string = CCOc1ccc(/C=N/NC(=O)COc2ccccc2-c2ccccc2)cc1
- DFT total energy (eV) = -33329.966
- ΔE to the lowest compared entry with this formula, charge and spin (kcal/mol) = 71.6
- highest occupied orbital energy (eV) = -8.049
- frontier orbital gap (eV) = 8.69
- LUMO level (hartree) = 0.024

ORCA input file:
```
! RIJCOSX wB97M-V def2-TZVPD def2/J DEFGRID3
* xyz 0 1
C 9.3930 1.2837 1.0721
C 8.2434 0.4392 0.5455
O 7.0539 1.1891 0.7015
C 5.8755 0.6563 0.2985
C 5.7183 -0.6049 -0.2713
C 4.4616 -1.0398 -0.6465
C 3.3353 -0.2392 -0.4674
C 2.0364 -0.7255 -0.8789
N 1.0029 0.0086 -0.7312
N -0.2375 -0.3919 -1.1062
C -0.6765 -1.5397 -1.6785
O 0.0025 -2.4935 -1.9934
C -2.1912 -1.5052 -1.9360
O -2.9066 -0.6520 -1.0776
C -3.1195 -1.0584 0.2178
C -2.5033 -2.1606 0.7937
C -2.7931 -2.5166 2.1007
C -3.7000 -1.7816 2.8404
C -4.3121 -0.6798 2.2693
C -4.0309 -0.2960 0.9651
C -4.6948 0.8839 0.3826
C -6.0795 1.0064 0.4540
C -6.7158 2.1122 -0.0790
C -5.9772 3.1148 -0.6845
C -4.5985 3.0061 -0.7515
C -3.9612 1.8988 -0.2232
C 3.5020 1.0259 0.1082
C 4.7473 1.4649 0.4839
H 10.3281 0.7407 0.9695
H 9.4560 2.2134 0.5135
H 9.2296 1.5201 2.1199
H 8.1729 -0.5007 1.1103
H 8.4023 0.2014 -0.5155
H 6.5664 -1.2532 -0.4268
H 4.3522 -2.0198 -1.0885
H 2.0078 -1.7230 -1.3117
H -0.9386 0.3141 -0.9072
H -2.3492 -1.1021 -2.9422
H -2.5755 -2.5317 -1.9122
H -1.7902 -2.7481 0.2365
H -2.3026 -3.3746 2.5348
H -3.9278 -2.0613 3.8576
H -5.0129 -0.0909 2.8427
H -6.6577 0.2196 0.9172
H -7.7919 2.1919 -0.0228
H -6.4742 3.9786 -1.1009
H -4.0169 3.7893 -1.2160
H -2.8845 1.8283 -0.2629
H 2.6316 1.6462 0.2493
H 4.8885 2.4377 0.9281
*
```

---

No. 2
Computed, not measured: C23H22N2O4S in the gas phase at a distorted geometry, with ωB97M-V/def2-TZVPD.

## Properties
- SMILES string = CC(=O)c1cccc(NC(=O)c2ccc(N(C)S(=O)(=O)c3ccc(C)cc3)cc2)c1
- DFT total energy (eV) = -46213.880
- ΔE to the lowest compared entry with this formula, charge and spin (kcal/mol) = 29.7
- highest occupied orbital energy (eV) = -8.535
- frontier orbital gap (eV) = 8.84
- LUMO level (hartree) = 0.011

ORCA input file:
```
! RIJCOSX wB97M-V def2-TZVPD def2/J DEFGRID3
* xyz 0 1
C -1.3753 1.6939 -7.7247
C -0.1989 2.6318 -7.6446
O 0.1564 3.2914 -8.5965
C 0.5134 2.7153 -6.3401
C 1.6047 3.5792 -6.2483
C 2.3021 3.6943 -5.0614
C 1.9220 2.9522 -3.9590
C 0.8324 2.0835 -4.0364
N 0.4915 1.3636 -2.8907
C -0.4942 0.4288 -2.7214
O -1.2269 0.0456 -3.6119
C -0.5843 -0.1166 -1.3399
C -1.1534 -1.3784 -1.1847
C -1.2869 -1.9563 0.0593
C -0.8591 -1.2787 1.2046
N -0.9333 -1.8591 2.4649
C -1.2017 -3.2724 2.5991
S -1.3479 -1.0251 3.8836
O -1.3450 0.3843 3.6439
O -2.5348 -1.6197 4.4223
C 0.0413 -1.4553 4.9256
C -0.1773 -2.0264 6.1635
C 0.9061 -2.3404 6.9661
C 2.2045 -2.0855 6.5370
C 3.3752 -2.4019 7.4138
C 2.3990 -1.5092 5.2841
C 1.3214 -1.1923 4.4775
C -0.3024 -0.0063 1.0534
C -0.1777 0.5666 -0.1952
C 0.1291 1.9688 -5.2305
H -2.1360 1.9855 -7.0042
H -1.7946 1.7285 -8.7271
H -1.0607 0.6777 -7.4983
H 1.8865 4.1491 -7.1202
H 3.1461 4.3640 -4.9904
H 2.4683 3.0433 -3.0300
H 1.0795 1.5491 -2.0906
H -1.4957 -1.8975 -2.0673
H -1.7394 -2.9311 0.1382
H -0.9751 -3.5484 3.6277
H -2.2491 -3.5162 2.4027
H -0.5539 -3.8356 1.9277
H -1.1918 -2.2175 6.4760
H 0.7425 -2.7874 7.9354
H 3.6627 -1.5142 7.9774
H 3.1299 -3.1871 8.1241
H 4.2319 -2.7127 6.8209
H 3.4035 -1.3082 4.9419
H 1.4610 -0.7476 3.5048
H -0.0017 0.5469 1.9264
H 0.2178 1.5709 -0.2555
H -0.7073 1.2937 -5.2704
*
```

---

No. 3
Computed, not measured: C23H22N4O7S in the gas phase at a distorted geometry, with ωB97M-V/def2-TZVPD.

## Properties
- SMILES string = NC(=O)CSc1nc2cc3c(cc2c(=O)n1CCCC(=O)NCc1ccc2c(c1)OCO2)OCO3
- DFT total energy (eV) = -55337.870
- highest occupied orbital energy (eV) = -8.057
- frontier orbital gap (eV) = 8.56
- LUMO level (hartree) = 0.019

ORCA input file:
```
! RIJCOSX wB97M-V def2-TZVPD def2/J DEFGRID3
* xyz 0 1
N -2.8626 -0.2847 -2.7745
C -3.6750 0.7657 -2.5665
O -3.5747 1.8198 -3.1528
C -4.8815 0.5230 -1.6588
S -4.6157 -0.5688 -0.2416
C -3.1906 0.1851 0.4321
N -2.7205 1.1939 -0.2102
C -1.5854 1.7947 0.2340
C -1.0720 2.8755 -0.5077
C 0.0859 3.4378 -0.0505
C 0.7448 2.9691 1.1053
C 0.2643 1.9220 1.8360
C -0.9287 1.3258 1.3865
C -1.4684 0.1807 2.0980
O -0.9534 -0.3338 3.0752
N -2.6559 -0.3397 1.5685
C -3.2577 -1.4751 2.2458
C -2.9333 -2.8135 1.5771
C -1.4304 -2.9775 1.3470
C -0.9908 -2.1559 0.1479
O -1.6478 -2.0990 -0.8792
N 0.1843 -1.5176 0.2854
C 0.7808 -0.7364 -0.7843
C 2.2677 -0.9552 -0.8179
C 2.7852 -2.1070 -1.3912
C 4.1526 -2.3685 -1.4136
C 4.9758 -1.4310 -0.8394
C 4.4625 -0.2704 -0.2556
C 3.1147 -0.0121 -0.2273
O 5.4926 0.4842 0.2349
C 6.6726 -0.2350 -0.0545
O 6.3389 -1.4308 -0.7270
O 1.8756 3.7117 1.3069
C 1.9079 4.6669 0.2702
O 0.7939 4.4746 -0.5754
H -2.0490 -0.1119 -3.3432
H -2.7956 -1.0641 -2.1340
H -5.2355 1.4873 -1.2958
H -5.6707 0.0435 -2.2408
H -1.5869 3.2113 -1.3908
H 0.7541 1.5497 2.7200
H -4.3403 -1.3270 2.2780
H -2.8537 -1.4651 3.2619
H -3.3053 -3.6083 2.2236
H -3.4417 -2.8852 0.6143
H -0.8719 -2.6933 2.2386
H -1.2125 -4.0221 1.1131
H 0.6622 -1.5195 1.1731
H 0.3078 -1.0738 -1.7105
H 0.5559 0.3270 -0.6434
H 2.1084 -2.8208 -1.8349
H 4.5521 -3.2619 -1.8623
H 2.7287 0.8835 0.2311
H 7.3301 0.3760 -0.6932
H 7.1986 -0.4740 0.8836
H 2.8361 4.5495 -0.3106
H 1.8736 5.6808 0.6996
*
```

---

No. 4
Computed, not measured: a molecular structure, C23H23AsBaP at a distorted geometry, with ωB97M-V/def2-TZVPD.

## Properties
- DFT total energy (eV) = -95029.984
- ΔE to the lowest compared entry with this formula, charge and spin (kcal/mol) = 200.4
- highest occupied orbital energy (spin up / spin down) (eV) = -0.595 / -2.698
- frontier orbital gap (spin up / spin down) (eV) = 2.91 / 4.97
- LUMO level (spin up / spin down) (hartree) = 0.085 / 0.084

ORCA input file:
```
! RIJCOSX wB97M-V def2-TZVPD def2/J DEFGRID3
* xyz -1 1
C -4.3985 -1.0015 -0.4012
C -5.2046 -1.6106 -1.3410
C -4.7586 -1.9834 -2.6309
C -3.4604 -1.7577 -3.1461
C -2.4445 -1.1662 -2.4232
Ba -2.4018 -0.7039 -0.4578
P -2.4095 -0.2494 1.9144
H -4.9298 -0.6839 0.5114
H -6.2654 -1.7719 -1.1125
H -5.4982 -2.4272 -3.3095
H -1.5299 -0.9706 -3.0071
H -3.2857 -2.0232 -4.1962
H -1.5743 -1.0240 2.7573
H -3.6477 -0.3978 2.5861
H -2.0473 1.0505 2.3485
C 2.0899 0.3648 4.6389
C 1.2604 1.3418 4.0863
C 0.9009 1.2709 2.7390
C 1.3854 0.2316 1.9260
C 2.2226 -0.7446 2.4848
C 2.5691 -0.6780 3.8392
As 0.7553 0.0777 0.0777
C 0.6401 1.9883 -0.2944
C -0.6013 2.5534 -0.6135
C -0.7005 3.9209 -0.8867
C 0.4401 4.7267 -0.8407
C 1.6811 4.1640 -0.5232
C 1.7803 2.7961 -0.2499
C 1.7326 -1.2490 -0.9466
C 2.5151 -0.8614 -2.0394
C 3.1924 -1.8279 -2.7905
C 3.0843 -3.1806 -2.4513
C 2.3009 -3.5681 -1.3594
C 1.6253 -2.6028 -0.6073
H 2.3517 0.4109 5.6881
H 0.8817 2.1458 4.7057
H 0.2346 2.0223 2.3397
H 2.5776 -1.5696 1.8849
H 3.1952 -1.4447 4.2765
H -1.4894 1.9396 -0.6517
H -1.6614 4.3547 -1.1335
H 0.3628 5.7850 -1.0524
H 2.5643 4.7885 -0.4876
H 2.7439 2.3622 -0.0020
H 2.5947 0.1840 -2.3090
H 3.7966 -1.5300 -3.6372
H 3.6041 -3.9292 -3.0352
H 2.2133 -4.6153 -1.0991
H 1.0124 -2.9072 0.2317
*
```

---

No. 5
Computed, not measured: a molecular structure, C23H23MnN5O3S, with ωB97M-V/def2-TZVPD.

## Properties
- expectation value of S² = 1.013
- DFT total energy (eV) = -79972.505
- highest occupied orbital energy (spin up / spin down) (eV) = -6.943 / -6.857
- frontier orbital gap (spin up / spin down) (eV) = 6.80 / 6.76
- LUMO level (spin up / spin down) (hartree) = -0.005 / -0.004

ORCA input file:
```
! RIJCOSX wB97M-V def2-TZVPD def2/J DEFGRID3
* xyz 0 2
Mn -0.5381 -0.6921 0.0513
C 3.2286 -3.1119 -4.2240
C 3.9382 -2.6227 -2.9679
N 3.2225 -2.9205 -1.7361
C 2.0678 -2.3110 -1.3216
S 1.8931 -0.7201 -1.9835
N 1.3599 -3.0427 -0.5019
N 0.2775 -2.5278 0.1453
C -0.3113 -3.3603 0.9561
C 0.1236 -4.7697 1.2034
C -1.4878 -2.8365 1.6436
C -2.2244 -3.5697 2.5723
C -3.3296 -2.9890 3.1624
C -3.6797 -1.6892 2.8177
C -2.9019 -1.0180 1.8952
N -1.8341 -1.5774 1.3205
H 3.8104 -2.8612 -5.1121
H 2.2472 -2.6468 -4.3157
H 3.0977 -4.1948 -4.1952
H 4.1229 -1.5499 -3.0229
H 4.9175 -3.0939 -2.8772
H 3.2843 -3.8654 -1.3885
H 1.0039 -5.0015 0.6170
H -0.6739 -5.4680 0.9393
H 0.3533 -4.9155 2.2613
H -1.9296 -4.5778 2.8243
H -3.9141 -3.5424 3.8855
H -4.5372 -1.1999 3.2567
H -3.1188 -0.0024 1.5899
N 0.3587 -0.1627 -1.5358
C 0.2254 1.1757 -2.0260
C -0.7914 1.4748 -2.9246
C -1.0005 2.7830 -3.3363
C -0.1854 3.8038 -2.8677
C 0.8422 3.5070 -1.9818
C 1.0483 2.2017 -1.5639
H -1.4255 0.6696 -3.2735
H -1.8046 3.0054 -4.0268
H -0.3496 4.8245 -3.1888
H 1.4764 4.2985 -1.6015
H 1.8288 1.9667 -0.8488
O -2.5682 3.5116 0.8915
C -1.4639 3.7428 1.6442
C -1.2482 4.9915 2.2240
C -0.1361 5.2206 3.0134
C 0.7790 4.2024 3.2468
C 0.5642 2.9638 2.6709
C -0.5424 2.7133 1.8616
C -0.6455 1.3718 1.2286
O 0.1248 0.4381 1.6136
O -1.4411 1.1319 0.2779
H -3.0666 4.3323 0.8170
H -1.9671 5.7852 2.0495
H 0.0129 6.1998 3.4505
H 1.6485 4.3756 3.8658
H 1.2591 2.1495 2.8252
*
```